No. 1
The following is a DFT calculation (wB97M-V/def2-TZVPD) of a molecular structure, C61H50ClFGeO3P3PbSe at a distorted geometry.

Each line ends with the Mulliken charge.
Element x y z (Å)
Pb: -0.310 -0.420 -0.014  2.547
F: -1.196 5.051 -1.904  -0.521
Ge: -0.789 3.368 -1.332  1.959
C: -1.051 2.417 -3.083  0.275
C: -0.681 3.401 -4.011  -0.403
C: -1.216 3.365 -5.291  -0.949
C: -1.870 2.240 -5.712  -0.703
C: -2.108 1.161 -4.870  -0.631
C: -1.614 1.243 -3.558  -0.187
P: -1.764 -0.247 -2.651  1.585
C: -3.477 -0.781 -2.411  0.589
C: -3.961 -2.122 -2.311  -0.622
C: -5.058 -2.350 -1.478  -0.830
C: -5.841 -1.286 -1.001  -0.532
C: -5.457 0.015 -1.240  -0.421
C: -4.281 0.281 -1.889  -0.802
C: -1.001 -1.547 -3.626  1.197
C: -1.036 -2.878 -3.119  -0.381
C: -0.446 -3.911 -3.874  -1.184
C: 0.166 -3.690 -5.065  -0.622
C: 0.223 -2.390 -5.644  -0.801
C: -0.372 -1.356 -4.914  -0.629
C: -2.349 3.216 -0.148  0.676
C: -3.403 3.949 -0.615  -0.697
C: -4.425 4.344 0.240  -1.135
C: -4.448 3.901 1.549  -0.799
C: -3.477 3.025 2.007  -0.139
C: -2.397 2.704 1.178  -0.565
P: -1.187 1.537 1.926  1.402
C: -0.571 2.708 3.090  0.657
C: 0.276 3.700 2.591  -0.498
C: 0.967 4.534 3.430  -0.287
C: 0.755 4.479 4.818  -0.793
C: -0.182 3.576 5.345  -0.666
C: -0.900 2.707 4.463  -0.699
C: -2.175 0.261 2.746  0.432
C: -3.420 -0.155 2.219  -0.166
C: -4.248 -1.029 2.959  -0.665
C: -3.701 -1.712 4.090  -0.692
C: -2.345 -1.541 4.396  -0.787
C: -1.642 -0.429 3.848  -0.767
C: 1.064 3.818 -0.750  -0.900
C: 1.336 5.192 -0.714  -0.089
C: 2.600 5.697 -0.473  -0.784
C: 3.744 4.948 -0.419  -1.125
C: 3.530 3.534 -0.505  -0.231
C: 2.211 3.025 -0.557  0.217
P: 2.092 1.209 -0.496  1.412
C: 3.077 0.827 0.960  1.714
C: 3.045 1.715 2.063  -1.186
C: 3.620 1.370 3.258  -0.623
C: 4.341 0.188 3.347  -0.853
C: 4.497 -0.620 2.228  -1.128
C: 3.865 -0.314 1.062  -1.298
C: 3.002 0.504 -1.945  0.742
C: 2.331 0.372 -3.204  -0.448
C: 3.014 0.022 -4.351  -0.440
C: 4.359 -0.317 -4.304  -0.764
C: 5.057 -0.169 -3.131  -0.924
C: 4.375 0.189 -1.936  -0.475
H: 0.061 4.184 -3.655  0.360
H: -1.188 4.229 -6.004  0.366
H: -2.149 2.153 -6.784  0.381
H: -2.527 0.203 -5.207  0.629
H: -3.475 -2.957 -2.833  0.554
H: -5.293 -3.356 -1.237  0.563
H: -6.710 -1.490 -0.429  0.502
H: -6.038 0.902 -0.851  0.287
H: -3.920 1.333 -2.141  0.139
H: -1.432 -3.046 -2.127  0.684
H: -0.323 -4.896 -3.413  0.427
H: 0.539 -4.531 -5.614  0.415
H: 0.821 -2.169 -6.551  0.381
H: -0.076 -0.369 -5.285  0.330
H: -3.432 4.403 -1.577  0.622
H: -5.276 4.935 -0.108  0.426
H: -5.226 4.318 2.244  0.378
H: -3.497 2.669 3.061  0.218
H: 0.391 3.748 1.519  -0.034
H: 1.769 5.159 3.061  0.495
H: 1.289 5.194 5.473  0.368
H: -0.411 3.622 6.454  0.347
H: -1.766 2.114 4.799  0.385
H: -3.763 0.088 1.213  0.326
H: -5.325 -1.060 2.669  0.379
H: -4.249 -2.464 4.618  0.452
H: -1.893 -2.176 5.170  0.444
H: -0.665 -0.128 4.290  0.422
H: 0.516 5.905 -0.806  0.456
H: 2.632 6.779 -0.348  0.414
H: 4.688 5.355 -0.538  0.587
H: 4.276 2.743 -0.499  0.437
H: 2.597 2.698 2.028  0.217
H: 3.411 2.008 4.148  0.395
H: 4.900 0.024 4.249  0.463
H: 5.179 -1.443 2.266  0.681
H: 3.821 -1.043 0.245  0.734
H: 1.278 0.661 -3.295  0.124
H: 2.469 0.032 -5.309  0.398
H: 4.864 -0.549 -5.205  0.427
H: 6.133 -0.167 -3.144  0.393
H: 4.868 0.319 -0.999  0.548
O: -1.913 -2.946 0.078  -0.397
H: -2.693 -3.372 0.514  0.206
H: -1.151 -3.418 0.502  0.139
O: 0.350 -1.664 1.877  -0.709
O: 0.989 -2.838 1.150  -0.458
Se: 2.617 -3.266 2.075  0.232
Cl: 0.560 -6.712 0.674  -0.167
C: 1.659 -7.101 1.936  0.304
C: 1.371 -8.199 2.780  -0.347
C: 2.023 -8.438 3.942  -0.604
C: 3.080 -7.502 4.301  -0.515
C: 3.330 -6.368 3.565  -0.533
C: 2.651 -6.173 2.339  0.897
C: 3.136 -5.062 1.447  -1.457
H: 0.584 -8.886 2.444  0.358
H: 1.741 -9.226 4.609  0.416
H: 3.559 -7.588 5.267  0.343
H: 4.095 -5.630 3.841  0.310
H: 2.759 -5.097 0.416  0.463
H: 4.241 -4.973 1.424  0.436

The charge is +1. The multiplicity is 1. The value obtained for the energy above the lowest of the compared OMol25 structures with the same formula, charge and spin is 180.8 kJ/mol. The value obtained for the LUMO energy is -2.90 eV. The value obtained for the energy is -240416.07793 eV.


No. 2
The following is a DFT calculation (wB97M-V/def2-TZVPD) of a gas-phase ion, C4H3N2 (charge +1) at a distorted geometry.

Each line ends with the natural charge from an NBO analysis.
Element x y z (Å)
C: 0.172 2.699 -0.818  0.800
C: 0.889 1.558 0.487  0.181
C: -0.040 0.849 -0.457  -0.013
C: -0.566 -0.400 -0.585  -0.066
N: 0.900 2.836 0.180  -0.381
N: -0.499 1.868 -1.424  -0.328
H: 1.636 1.197 1.222  0.281
H: -1.224 -0.692 -1.433  0.281
H: -0.356 -0.990 0.262  0.243

The charge is +1. The multiplicity is 1. The value obtained for the energy above the lowest of the compared OMol25 structures with the same formula, charge and spin is 137.2 kJ/mol. The value obtained for the LUMO energy is -7.18 eV. The value obtained for the energy is -7163.87093 eV.


No. 3
The following is a DFT calculation (wB97M-V/def2-TZVPD) of 2 unconnected molecules or ions with the total composition C4H10N2O2 at a distorted geometry.

Each line ends with the natural charge from an NBO analysis.
Element x y z (Å)
O: -1.666 -0.409 -1.048  -0.206
C: -1.536 -1.327 -0.120  0.446
N: -2.405 -1.646 0.811  -0.560
C: 1.276 1.979 -1.196  -0.361
O: 2.096 0.912 -0.831  -0.250
C: -0.108 -1.773 0.112  -0.371
N: 0.726 -0.770 0.646  -0.152
C: 0.110 0.376 1.197  -0.511
H: -3.323 -1.272 0.457  0.366
H: 1.750 2.529 -2.056  0.228
H: 0.189 1.602 -1.605  0.241
H: 1.094 2.695 -0.460  0.246
H: 0.293 -2.235 -0.866  0.279
H: -0.035 -2.664 0.861  0.331
H: 1.428 -0.309 -0.002  0.443
H: -0.162 1.140 0.371  0.291
H: -0.692 0.240 1.873  0.264
H: 0.965 0.931 1.856  0.276

Its expectation value of S² is 1.731. The charge is +1. The multiplicity is 2. The value obtained for the energy above the lowest of the compared OMol25 structures with the same formula, charge and spin is 747.9 kJ/mol. The value obtained for the LUMO energy (spin up / spin down) is -7.96 / -7.67 eV. The value obtained for the energy is -11370.36064 eV.


Which value of multiplicity does entry 2 give? 1


Which value of multiplicity does entry 1 give? 1


Repeat the third record exactly.
The following is a DFT calculation (wB97M-V/def2-TZVPD) of 2 unconnected molecules or ions with the total composition C4H10N2O2 at a distorted geometry.

Each line ends with the natural charge from an NBO analysis.
Element x y z (Å)
O: -1.666 -0.409 -1.048  -0.206
C: -1.536 -1.327 -0.120  0.446
N: -2.405 -1.646 0.811  -0.560
C: 1.276 1.979 -1.196  -0.361
O: 2.096 0.912 -0.831  -0.250
C: -0.108 -1.773 0.112  -0.371
N: 0.726 -0.770 0.646  -0.152
C: 0.110 0.376 1.197  -0.511
H: -3.323 -1.272 0.457  0.366
H: 1.750 2.529 -2.056  0.228
H: 0.189 1.602 -1.605  0.241
H: 1.094 2.695 -0.460  0.246
H: 0.293 -2.235 -0.866  0.279
H: -0.035 -2.664 0.861  0.331
H: 1.428 -0.309 -0.002  0.443
H: -0.162 1.140 0.371  0.291
H: -0.692 0.240 1.873  0.264
H: 0.965 0.931 1.856  0.276

Its expectation value of S² is 1.731. The charge is +1. The multiplicity is 2. The value obtained for the energy above the lowest of the compared OMol25 structures with the same formula, charge and spin is 747.9 kJ/mol. The value obtained for the LUMO energy (spin up / spin down) is -7.96 / -7.67 eV. The value obtained for the energy is -11370.36064 eV.